The following is a DFT calculation (ωB97M-V/def2-TZVPD) of a structure of composition C3H3NO2.

Geometry as XYZ:
```
9
Properties=species:S:1:pos:R:3:nbo_charge:R:1
H -1.12 1.60 -0.63 0.50
C 0.06 0.21 -0.39 -0.05
C -1.07 -0.58 0.04 0.35
C 1.31 -0.17 -0.11 0.28
O -0.17 1.48 -0.81 -0.66
H 1.66 -0.35 1.16 0.44
N 2.42 -0.52 0.27 -0.42
O -2.19 -0.10 -0.04 -0.58
H -0.87 -1.58 0.47 0.13
```

## Properties
Maximum force = 3.195 eV/Å
E_LUMO = 0.20 eV
Total charge = 0
Energy above the lowest of the compared OMol25 structures with the same formula, charge and spin = 405.50 kJ/mol



The following is a DFT calculation (ωB97M-V/def2-TZVPD) of a structure of composition C17H13ClI2N3O6SSeTa.

Geometry as XYZ:
```
45
Properties=species:S:1:pos:R:3:nbo_charge:R:1
H -4.35 -2.47 1.17 0.23
O -0.51 1.18 -1.90 -1.09
O 2.95 0.58 -0.17 -0.60
S 1.86 -2.09 -0.98 -0.10
C 3.46 -1.53 -1.02 0.07
C -4.37 2.61 1.13 0.32
C -2.05 -1.08 -0.84 0.07
H -1.86 -0.89 -1.88 0.26
H -3.95 -1.94 -1.19 0.23
C -3.03 2.38 0.59 -0.52
C 4.96 0.34 -1.24 0.05
N -5.42 2.77 1.54 -0.38
C -1.39 -1.40 3.99 -0.23
C -2.43 -1.60 1.81 -0.05
N 3.81 -0.24 -0.80 -0.02
H 6.52 -2.39 -2.33 0.22
O 0.89 -0.13 1.41 -0.75
H -3.13 4.23 -0.62 0.20
C 4.54 -2.34 -1.42 -0.25
I 0.93 3.12 0.33 -0.44
C 5.71 -1.79 -1.93 -0.16
H 4.38 -3.42 -1.51 0.23
C -2.50 3.70 0.07 -0.60
H 4.95 1.45 -1.14 0.25
Ta 0.93 0.35 -0.52 1.81
I 1.16 0.03 4.62 0.17
C -3.19 -1.68 -0.42 -0.26
C -2.42 -1.83 3.21 -0.04
Cl -3.72 -2.73 4.04 -0.04
H -2.40 4.38 0.88 0.20
C -0.10 -0.65 2.04 0.39
C 5.91 -0.40 -1.90 -0.29
H -2.38 1.97 1.34 0.25
C -3.43 -1.96 0.90 -0.14
Se 0.14 0.69 -3.37 2.81
H 6.80 0.12 -2.27 0.23
H -1.51 3.57 -0.36 0.26
C -0.27 -0.78 3.41 -0.26
O -0.56 -0.68 -3.84 -1.05
H -3.09 1.62 -0.20 0.25
C -1.24 -1.00 1.29 0.09
N -1.08 -0.74 -0.01 -0.47
H -1.36 -1.51 5.06 0.24
O 1.54 0.36 -2.54 -1.09
O 0.31 1.85 -4.43 -1.00
```

## Properties
2S+1 = 2
Maximum force = 2.783 eV/Å
E_LUMO (alpha / beta) = 1.56 / 1.50 eV
Expectation value of S² = 0.76
Total charge = -1
Energy above the lowest of the compared OMol25 structures with the same formula, charge and spin = 0.00 kJ/mol



The following is a DFT calculation (ωB97M-V/def2-TZVPD) of a structure of composition C27H30Cl3N2PtS2SbSi2.

Geometry as XYZ:
```
68
Properties=species:S:1:pos:R:3:mulliken_charge:R:1
H 4.43 -2.13 0.03 0.41
H 3.23 -3.42 -2.16 0.39
C 3.02 3.04 -0.44 -0.50
C 3.96 1.33 1.54 -0.90
C -0.64 4.22 -2.94 0.71
C 1.22 -2.18 3.07 -0.56
C 0.56 2.83 6.60 -0.58
C 2.26 3.17 4.42 -0.16
C -1.30 2.61 -1.31 -0.44
C 1.50 3.85 6.60 -0.45
C -0.75 5.57 -3.57 -0.07
H 3.31 0.64 -1.73 0.08
Sb 1.18 0.83 2.79 0.95
C 0.32 3.32 -3.37 -0.70
H 3.47 -1.24 1.21 -0.05
H 5.91 1.70 0.73 0.40
C 2.35 4.02 5.51 -0.68
H 3.09 -2.92 0.86 0.22
H 1.18 -4.32 3.20 0.43
C 1.64 -3.41 3.57 -0.65
H 4.18 -0.76 -2.39 0.40
H 1.57 4.52 7.45 0.38
Si 2.26 -1.53 -1.02 0.41
N -2.01 5.97 -3.81 -0.36
C 3.42 -1.98 0.41 -0.73
H -2.24 4.53 -1.51 0.45
H -0.27 1.18 5.52 0.41
C 1.81 -1.02 3.55 0.64
C 4.85 1.91 0.66 -0.48
Cl -2.76 -1.11 -0.68 -0.32
H 1.07 2.66 0.36 0.62
H 3.08 4.82 5.51 0.40
H 5.08 3.22 -1.03 0.38
H -1.91 2.30 -0.47 0.35
Cl -0.86 -3.75 -0.34 -0.29
H 0.45 -2.13 2.31 0.41
C 3.19 -0.36 -2.17 -1.01
S 0.57 6.49 -3.89 -0.33
H 4.33 0.66 2.31 0.36
C 0.40 2.09 -2.73 -0.29
C 2.18 -3.17 -1.95 -1.29
H 2.66 3.71 -1.22 0.44
Cl -0.81 -1.93 -3.11 -0.30
C 2.60 1.60 1.43 0.45
N -0.38 1.75 -1.71 0.21
H 2.66 -0.25 -3.12 0.34
C 2.64 -3.46 4.53 -0.46
C 2.13 2.46 0.44 -0.79
Si -0.82 -1.80 -1.04 0.42
H 1.13 1.36 -3.04 0.10
S -0.86 0.78 1.77 -0.66
H 1.66 -3.14 -2.90 0.34
C 0.47 1.97 5.51 -0.70
H -2.79 5.34 -3.70 0.23
C 1.32 2.14 4.42 0.39
H 4.00 -2.35 5.76 0.40
C -1.48 3.85 -1.90 -0.72
H 2.97 -4.42 4.91 0.39
H 2.91 3.31 3.57 0.38
H 3.24 -0.15 4.92 0.41
C 3.22 -2.30 5.01 -0.68
C 2.80 -1.07 4.52 -0.44
C 4.38 2.77 -0.33 -0.61
H 1.76 -3.97 -1.34 0.32
H 0.99 3.58 -4.18 0.45
H -2.16 6.87 -4.23 0.22
Pt 0.49 -0.34 -0.05 1.53
H -0.10 2.70 7.45 0.39
```

## Properties
Maximum force = 0.254 eV/Å
E_LUMO = -0.25 eV
Total charge = 0
Energy above the lowest of the compared OMol25 structures with the same formula, charge and spin = 82.46 kJ/mol